Here is a molecular structure, C43H43Cl3IN15O3PdS from the Open Molecules 2025 dataset. Energies are from ωB97M-V with the def2-TZVPD basis set.

Geometry as XYZ:
```
110
Properties=species:S:1:pos:R:3:forces:R:3
Pd 0.271323 -1.218174 -2.134825 -0.4 0.4 0.8
C 5.473540 -0.244329 -0.409362 0.2 0.1 0.1
N 4.340125 -0.989003 -0.955963 -0.5 0.0 -0.1
C 3.308251 -0.526751 -1.663202 0.4 0.4 0.1
N 2.369178 -1.452794 -1.735603 -0.1 -0.1 -0.2
C 2.895587 -2.493646 -1.034583 0.2 -0.2 0.3
N 4.083262 -2.244952 -0.538756 -0.3 0.0 -0.2
C 5.138041 0.350020 0.942024 0.0 -0.1 0.0
C 5.785539 -0.078234 2.092134 0.0 -0.1 0.0
C 5.462626 0.470289 3.328842 0.0 0.0 0.0
C 4.484295 1.443536 3.427086 0.0 0.0 0.0
C 3.825416 1.869694 2.274497 -0.1 0.0 0.0
C 4.157037 1.327235 1.039870 0.0 0.0 0.0
C 2.784776 2.890723 2.367488 -0.2 0.2 0.1
N 2.300513 3.470899 3.411958 0.1 0.0 -0.2
N 1.333400 4.357107 2.955699 0.2 0.0 0.0
C 1.290242 4.231204 1.675902 -0.1 0.0 0.2
O 2.186662 3.323551 1.225190 0.1 -0.2 -0.2
C 0.355772 4.842278 0.734273 0.0 0.1 0.0
C -0.437186 5.908170 1.150429 0.1 0.0 0.0
C -1.404746 6.413148 0.295306 0.1 0.0 -0.1
C -1.562121 5.874043 -0.974116 0.0 0.0 0.0
C -0.742557 4.835653 -1.411404 0.0 0.0 0.1
C -0.878997 4.364573 -2.842789 -0.2 0.3 0.1
N -0.259675 3.078856 -3.109440 -0.1 -0.6 0.1
C -0.620323 1.856666 -2.694491 -0.4 0.7 0.1
N 0.231483 0.961282 -3.156976 0.2 -0.7 0.6
C 1.117677 1.713017 -3.864152 0.5 0.1 -0.3
N 0.859179 2.999165 -3.857540 -0.1 -0.5 0.1
C 0.210849 4.316095 -0.548616 0.0 0.0 -0.1
H 5.734110 0.530906 -1.129348 0.0 0.0 0.0
H 6.309866 -0.933927 -0.337765 0.0 -0.1 0.0
H 3.266883 0.460817 -2.093558 0.0 0.0 0.0
H 2.378585 -3.427367 -0.883289 0.0 0.0 0.0
H 6.548727 -0.844179 2.025296 0.0 0.0 0.0
H 5.981596 0.135969 4.217019 0.0 0.0 0.0
H 4.229436 1.884855 4.381735 0.0 0.0 0.0
H 3.649484 1.682585 0.150614 0.0 0.0 0.0
H -0.282848 6.331377 2.134189 -0.1 0.0 0.0
H -2.027769 7.241336 0.608671 0.0 -0.1 0.0
H -2.312613 6.283538 -1.641249 0.0 0.0 0.0
H -0.384163 5.068351 -3.510715 0.0 0.0 0.0
H -1.928738 4.322478 -3.133624 0.0 -0.1 0.0
H -1.488652 1.650369 -2.088543 0.0 0.1 0.0
H 1.952027 1.299167 -4.407702 0.0 0.0 0.0
H 0.853435 3.504514 -0.867902 0.0 0.0 0.0
Cl -6.375164 -0.663515 5.104075 -0.1 0.0 0.0
C -4.779639 -0.122924 4.756883 0.3 0.0 -0.3
C -4.173944 -0.482185 3.555957 -0.1 -0.1 0.1
C -2.898918 -0.027316 3.275607 0.0 0.1 0.1
C -2.195334 0.789293 4.163194 -0.2 -0.2 0.3
C -0.829651 1.315236 3.814477 -0.2 0.4 -0.1
C 0.236616 0.245138 3.604378 0.0 0.3 0.4
N 0.065296 -0.559095 2.414240 0.3 -0.3 -0.9
C -0.283046 -1.888908 2.343611 0.0 0.3 -0.2
C -0.273563 -2.205570 1.019059 0.0 -0.5 -0.1
N 0.115756 -1.108851 0.282538 -0.4 -0.3 -1.1
C 0.299534 -0.141158 1.145592 0.2 0.6 0.6
O -0.816377 2.153082 2.641331 0.5 -0.8 -0.2
C -2.020039 2.788266 2.268887 -0.5 0.6 0.2
C -2.528480 3.669209 3.373875 -2.5 -0.4 0.0
C -3.882076 3.767406 3.773588 2.4 0.5 -0.1
Cl -5.171153 2.999601 3.038162 -1.0 -0.6 -0.6
S -4.116101 4.790413 5.137343 0.7 -0.3 -0.6
C -2.435225 5.090690 5.189970 0.9 0.0 -0.5
C -1.714278 4.435795 4.197030 -0.1 1.2 1.6
C -2.827844 1.108939 5.373652 0.1 -0.2 -0.1
Cl -2.029334 2.044339 6.597204 0.0 -0.1 0.0
C -4.110279 0.665070 5.674672 0.2 0.0 -0.1
H -4.703225 -1.112079 2.853472 0.0 0.0 0.0
H -2.445350 -0.299548 2.327905 -0.1 0.1 0.1
H -0.460935 1.911157 4.650036 -0.1 0.0 0.1
H 0.249332 -0.412339 4.472426 0.0 -0.1 0.0
H 1.204038 0.743719 3.553774 0.1 0.0 -0.1
H -0.498963 -2.465867 3.227184 -0.1 0.0 -0.1
H -0.498979 -3.148690 0.550501 0.0 0.0 0.0
H 0.632744 0.859580 0.919337 -0.1 0.0 0.0
H -2.796618 2.082461 1.968646 0.0 -0.1 0.0
H -1.772155 3.399091 1.399673 0.1 -0.1 -0.1
H -2.031050 5.743428 5.952293 -0.1 -0.1 -0.1
H -0.634384 4.496720 4.094344 -0.2 0.1 0.1
H -4.566532 0.921522 6.620883 0.0 0.0 0.0
N -1.950650 -1.708519 -4.454693 0.2 0.1 0.4
C -2.543516 -1.338981 -3.324393 -0.7 -0.1 -0.6
O -1.938291 -1.033554 -2.285287 1.0 -0.1 0.2
C -4.050258 -1.332158 -3.293303 0.0 0.1 0.0
I -4.923337 -0.161818 -4.845551 0.1 0.0 0.0
H -0.948485 -1.845640 -4.476878 -0.1 -0.1 -0.2
H -2.488795 -1.862318 -5.290280 0.0 0.0 -0.1
H -4.376496 -0.921856 -2.347212 0.0 0.0 0.1
H -4.430523 -2.344261 -3.409428 0.0 0.0 0.0
C 0.347260 -7.291910 -5.893321 0.1 0.0 0.0
C 0.461002 -7.810541 -4.463381 -0.1 0.0 0.0
C -0.909904 -7.980054 -3.817612 0.0 0.0 0.0
C 1.387488 -6.941385 -3.608984 0.1 -0.2 0.0
N 0.963734 -5.540011 -3.532134 -0.2 0.3 0.1
C 1.218530 -4.515169 -4.352697 0.0 -0.1 -0.1
N 0.577708 -3.456661 -3.915118 -0.1 0.2 0.1
N -0.080295 -3.865413 -2.803751 0.4 0.2 0.1
N 0.149501 -5.105485 -2.564046 0.1 0.1 0.0
H -0.193345 -8.007664 -6.511608 0.0 0.0 0.0
H 1.327576 -7.135377 -6.350195 0.0 0.0 0.0
H -0.208304 -6.351186 -5.931439 0.0 0.0 0.0
H 0.954927 -8.785984 -4.493484 0.0 0.0 0.0
H -1.406290 -7.016455 -3.683130 0.0 0.0 0.0
H -0.835470 -8.457158 -2.839535 0.0 0.0 0.0
H -1.550419 -8.597141 -4.447797 0.0 0.0 0.0
H 2.400899 -6.943802 -4.009021 0.0 0.1 0.0
H 1.421839 -7.299175 -2.581957 0.0 0.0 0.0
H 1.850689 -4.572574 -5.222284 0.0 0.0 0.0
```
Positions in Å, forces in eV/Å.

Summary:
Max |F|   2.6 eV/A
Spin multiplicity   3
Gap between HOMO and LUMO (spin up / spin down)   0.263 / 0.132 Eh
Total charge   +2

---

Here is a molecular structure, C7H11FGdO5S2 from the Open Molecules 2025 dataset. Energies are from ωB97M-V with the def2-TZVPD basis set.

Geometry as XYZ:
```
27
Properties=species:S:1:pos:R:3:forces:R:3
O 3.949882 -1.605127 1.007158 0.8 -2.7 0.3
C 3.173895 -1.199466 0.229122 0.0 4.1 1.5
O 3.200776 -0.001740 -0.263149 -1.6 0.1 -0.4
C 1.892135 0.387817 -0.800051 -0.8 -0.2 -0.4
C 0.836171 0.610396 0.310629 1.0 0.6 -0.5
C -0.460901 1.209510 -0.289120 1.2 0.1 0.9
S -0.088851 2.990216 -0.806958 -0.7 0.5 -0.4
C -1.624721 1.382960 0.726763 1.3 0.0 -0.3
C -1.835576 0.042699 1.448541 -0.8 -0.3 -0.4
F -2.877104 0.196306 2.309179 0.0 0.1 0.1
C -2.261657 -1.049563 0.433085 0.6 0.6 0.8
S -1.557550 -0.907482 -1.235416 -1.9 -2.8 -1.2
O -0.685934 -2.036630 -1.478735 2.4 0.9 1.3
O -2.623625 -0.926734 -2.135808 -1.3 1.2 -0.8
O -0.784551 0.544215 -1.472799 -0.2 -0.4 0.7
H 2.289589 -1.883069 -0.111201 -1.5 6.2 2.8
H 2.050125 1.257897 -1.433716 0.3 -0.1 0.1
H 1.563728 -0.434792 -1.454961 -0.1 0.3 -0.1
H 1.262054 1.316364 1.036078 -0.2 -0.3 0.2
H 0.659095 -0.354900 0.795038 -0.3 0.2 0.1
H 1.265933 3.153325 -0.737995 -0.2 -0.3 0.2
H -2.501583 1.729142 0.169396 -0.1 -0.1 0.3
H -1.295690 2.128638 1.463530 -0.4 0.0 0.0
H -0.982120 -0.273102 2.053609 0.1 0.2 -0.1
H -3.353040 -1.015517 0.336666 0.2 0.3 -0.5
H -2.024825 -2.059520 0.778341 0.2 0.1 -0.2
Gd 2.814346 -3.201843 -0.877227 2.0 -8.2 -3.9
```
Positions in Å, forces in eV/Å.

Summary:
Max |F|   9.3 eV/A
Spin multiplicity   8
Gap between HOMO and LUMO (spin up / spin down)   0.261 / 0.208 Eh
Total charge   +3

---

- The highest spin multiplicity belongs to which entry?
  C7H11FGdO5S2

---

- Among the records above, which one has the highest max |F|?
  C7H11FGdO5S2

---

- Among the records above, which one has the lowest total charge?
  C43H43Cl3IN15O3PdS

---

- Which formula does entry 1 have?
  C43H43Cl3IN15O3PdS